[1]
{
  "formula": "C17H60N12O13",
  "method": "ωB97M-V/def2-TZVPD",
  "e_homo_ev": -9.2432,
  "e_above_lowest_kcal_mol": 0.0,
  "species": ["C", "O", "H", "H", "H", "H", "C", "O", "H", "H", "H", "H", "C", "O", "H", "H", "H", "H", "C", "O", "H", "H", "H", "H", "C", "O", "H", "H", "H", "H", "C", "C", "C", "O", "H", "H", "H", "H", "H", "H", "H", "H", "C", "C", "C", "O", "H", "H", "H", "H", "H", "H", "H", "H", "C", "O", "N", "N", "H", "H", "H", "H", "C", "O", "N", "N", "H", "H", "H", "H", "C", "O", "N", "N", "H", "H", "H", "H", "C", "O", "N", "N", "H", "H", "H", "H", "C", "O", "N", "N", "H", "H", "H", "H", "C", "O", "N", "N", "H", "H", "H", "H"],
  "coordinates": [[-5.43, -13.51, -5.22], [-5.24, -12.09, -5.21], [-5.46, -13.90, -6.25], [-4.64, -14.05, -4.70], [-6.35, -13.74, -4.71], [-4.33, -11.89, -5.29], [-7.73, -11.58, -2.82], [-7.04, -10.63, -3.69], [-7.09, -12.06, -2.07], [-8.40, -10.94, -2.20], [-8.35, -12.30, -3.31], [-6.22, -11.04, -3.91], [-11.55, -19.39, -8.26], [-10.82, -20.66, -8.17], [-11.27, -18.80, -7.42], [-11.39, -18.81, -9.16], [-12.64, -19.47, -8.18], [-10.57, -20.89, -9.09], [-13.79, -17.38, -2.76], [-12.57, -17.98, -2.47], [-13.71, -16.52, -3.41], [-14.37, -18.11, -3.36], [-14.40, -17.18, -1.90], [-12.05, -17.98, -3.32], [-9.68, -14.83, -11.05], [-9.74, -14.01, -9.83], [-10.58, -14.60, -11.63], [-8.74, -14.71, -11.65], [-9.76, -15.92, -10.81], [-9.05, -14.35, -9.25], [-8.79, -14.72, -5.13], [-10.15, -15.16, -5.75], [-11.33, -14.60, -5.01], [-10.28, -14.85, -7.16], [-8.03, -15.39, -5.61], [-8.75, -14.78, -4.03], [-8.55, -13.71, -5.48], [-10.17, -16.26, -5.75], [-11.41, -13.51, -5.00], [-11.39, -14.93, -3.98], [-12.30, -14.92, -5.52], [-10.29, -13.89, -7.35], [-7.99, -17.63, -7.85], [-7.80, -18.61, -8.99], [-6.50, -18.63, -9.78], [-7.94, -19.94, -8.46], [-7.26, -17.78, -7.06], [-8.99, -17.69, -7.51], [-7.84, -16.61, -8.19], [-8.58, -18.50, -9.71], [-5.67, -18.83, -9.13], [-6.22, -17.68, -10.23], [-6.57, -19.39, -10.58], [-8.79, -20.05, -7.99], [-10.31, -19.09, -4.37], [-11.23, -18.40, -4.79], [-10.06, -20.35, -4.91], [-9.36, -18.76, -3.42], [-9.17, -20.81, -4.76], [-10.57, -20.56, -5.74], [-9.31, -17.82, -3.12], [-8.60, -19.38, -3.10], [-12.74, -16.46, -9.95], [-12.16, -17.23, -10.71], [-13.96, -15.82, -10.16], [-12.22, -16.01, -8.64], [-14.54, -16.25, -10.86], [-14.40, -15.66, -9.29], [-11.26, -16.18, -8.48], [-12.37, -15.01, -8.58], [-15.22, -15.78, -6.70], [-15.33, -14.80, -7.42], [-14.35, -16.72, -6.65], [-16.22, -16.03, -5.77], [-14.36, -17.31, -5.88], [-13.49, -16.64, -7.16], [-16.39, -16.95, -5.36], [-17.08, -15.59, -6.04], [-8.87, -16.38, -0.91], [-8.10, -16.83, -1.78], [-10.26, -16.57, -0.79], [-8.51, -15.31, -0.13], [-10.80, -17.36, -1.14], [-10.62, -16.36, 0.16], [-9.03, -14.82, 0.58], [-7.57, -15.01, -0.19], [-9.94, -11.26, -6.37], [-10.73, -11.84, -7.09], [-10.24, -10.67, -5.17], [-8.70, -11.12, -6.79], [-9.68, -9.89, -4.90], [-11.24, -10.54, -4.84], [-8.66, -10.94, -7.78], [-7.94, -10.82, -6.22], [-13.99, -12.17, -5.41], [-13.26, -11.52, -4.68], [-13.78, -12.39, -6.71], [-15.10, -12.82, -4.96], [-13.02, -11.86, -7.13], [-14.13, -13.18, -7.17], [-15.39, -12.42, -4.07], [-15.77, -13.10, -5.66]],
  "mulliken_charge": [-0.260, -0.503, 0.234, 0.401, -0.095, 0.259, -0.547, -0.528, 0.332, 0.319, 0.090, 0.331, -0.359, -0.643, -0.231, 0.424, 0.387, 0.352, -0.504, -0.573, 0.116, 0.184, 0.368, 0.227, -0.460, -0.410, 0.264, 0.282, 0.063, 0.217, -0.904, 1.210, -0.625, 0.503, 0.245, 0.365, -0.053, -0.982, 0.053, 0.639, -0.491, -0.084, -0.623, 0.957, -1.655, -0.629, 0.357, -0.071, 0.256, -0.034, 0.412, 0.348, 0.375, 0.316, 0.854, -0.446, -0.492, -0.188, 0.207, 0.145, 0.011, 0.169, 0.363, -0.628, -0.458, 0.324, 0.287, 0.103, -0.200, 0.170, 0.831, -0.843, -0.035, -0.472, 0.260, -0.140, 0.194, 0.266, 0.689, -0.681, -0.362, -0.430, 0.189, 0.255, 0.164, 0.215, 0.330, -0.681, -0.230, -0.297, 0.225, 0.250, 0.252, 0.172, 0.440, -0.707, -0.228, -0.360, 0.227, 0.209, 0.258, 0.198]
}

[2]
{
  "formula": "C17H60N18O17",
  "method": "ωB97M-V/def2-TZVPD",
  "e_homo_ev": -9.6024,
  "e_above_lowest_kcal_mol": 0.0,
  "species": ["C", "C", "O", "O", "H", "H", "H", "H", "H", "H", "C", "C", "O", "O", "H", "H", "H", "H", "H", "H", "C", "C", "O", "O", "H", "H", "H", "H", "H", "H", "C", "C", "O", "O", "H", "H", "H", "H", "H", "H", "C", "O", "N", "N", "H", "H", "H", "H", "C", "O", "N", "N", "H", "H", "H", "H", "C", "O", "N", "N", "H", "H", "H", "H", "C", "O", "N", "N", "H", "H", "H", "H", "C", "O", "N", "N", "H", "H", "H", "H", "C", "O", "N", "N", "H", "H", "H", "H", "C", "O", "N", "N", "H", "H", "H", "H", "C", "O", "N", "N", "H", "H", "H", "H", "C", "O", "N", "N", "H", "H", "H", "H"],
  "coordinates": [[1.70, -1.99, 3.63], [2.37, -2.12, 2.29], [1.82, -3.16, 1.47], [0.32, -1.75, 3.54], [2.26, -1.30, 4.22], [1.71, -2.96, 4.15], [3.41, -2.28, 2.53], [2.14, -1.18, 1.85], [0.88, -3.06, 1.47], [0.19, -0.76, 3.45], [3.76, -5.49, -0.22], [4.03, -4.28, -1.14], [2.90, -3.41, -1.24], [3.79, -5.13, 1.11], [4.54, -6.28, -0.35], [2.79, -6.06, -0.50], [4.09, -4.61, -2.19], [5.02, -3.82, -0.89], [2.54, -3.33, -0.32], [3.01, -4.60, 1.35], [-1.17, -1.48, -4.20], [-2.51, -1.13, -3.67], [-3.42, -0.87, -4.74], [-0.39, -0.34, -4.36], [-1.24, -1.96, -5.16], [-0.81, -2.18, -3.43], [-2.56, -0.26, -3.03], [-2.96, -2.04, -3.18], [-4.07, -0.23, -4.52], [-0.66, 0.27, -5.06], [2.91, -1.05, -3.97], [3.15, 0.28, -4.66], [2.47, 1.35, -4.02], [3.68, -1.22, -2.75], [3.11, -1.76, -4.69], [1.89, -1.13, -3.57], [2.72, 0.11, -5.67], [4.21, 0.53, -4.83], [2.93, 1.69, -3.19], [3.31, -2.03, -2.33], [-1.86, -3.84, 1.45], [-2.20, -3.56, 0.30], [-2.23, -3.13, 2.54], [-1.00, -4.87, 1.69], [-1.48, -3.12, 3.20], [-2.83, -2.32, 2.32], [-0.98, -5.34, 2.61], [-0.68, -5.54, 0.98], [-4.16, 1.89, -1.79], [-4.62, 1.03, -2.55], [-3.14, 1.59, -0.91], [-4.51, 3.22, -1.88], [-3.15, 0.65, -0.67], [-2.88, 2.40, -0.32], [-5.15, 3.41, -2.62], [-4.29, 3.83, -1.16], [-5.05, -1.21, 0.33], [-4.66, -1.53, 1.42], [-6.03, -0.19, 0.10], [-4.74, -2.04, -0.72], [-5.99, 0.14, -0.85], [-5.82, 0.59, 0.73], [-3.90, -2.62, -0.57], [-4.85, -1.57, -1.62], [-2.79, 1.09, 3.25], [-2.04, 0.14, 3.32], [-2.35, 2.30, 3.72], [-3.95, 1.00, 2.70], [-1.36, 2.23, 3.98], [-2.61, 3.17, 3.23], [-4.71, 1.66, 2.91], [-4.37, 0.13, 2.55], [4.65, 0.75, 1.19], [5.24, 0.33, 2.16], [4.51, 2.07, 0.85], [4.01, -0.06, 0.32], [5.26, 2.68, 1.13], [4.05, 2.26, -0.08], [3.96, -1.09, 0.42], [3.74, 0.27, -0.59], [1.66, 3.08, -1.44], [2.67, 2.32, -1.35], [1.30, 3.99, -0.51], [0.83, 3.01, -2.52], [1.75, 4.02, 0.36], [0.30, 4.26, -0.49], [1.16, 2.46, -3.34], [0.11, 3.62, -2.77], [-1.90, 4.45, 0.85], [-2.61, 4.41, -0.19], [-1.93, 5.48, 1.67], [-1.12, 3.42, 1.24], [-1.43, 5.40, 2.49], [-2.33, 6.33, 1.30], [-1.14, 2.51, 0.79], [-0.46, 3.63, 2.01], [1.66, 3.49, 3.25], [0.63, 4.15, 3.38], [2.77, 3.72, 3.97], [1.80, 2.53, 2.31], [2.62, 4.37, 4.67], [3.44, 3.02, 4.13], [2.65, 1.96, 2.21], [1.05, 2.23, 1.76], [-0.24, -0.02, 0.21], [0.06, 1.00, 0.77], [0.14, -0.31, -1.07], [-0.81, -1.06, 0.85], [0.58, 0.53, -1.60], [0.20, -1.26, -1.35], [-0.93, -0.86, 1.81], [-1.39, -1.70, 0.31]],
  "mulliken_charge": [-1.312, 0.837, -0.370, -0.370, 0.465, 0.331, 0.597, -0.632, 0.168, 0.112, -0.566, -0.324, -0.491, -0.567, 0.357, 0.187, 0.352, 0.229, 0.262, 0.394, -0.419, 0.293, -0.586, -0.395, 0.483, 0.121, -0.046, -0.001, 0.356, 0.262, 0.140, -0.796, -0.571, -0.498, 0.539, -0.162, 0.335, 0.378, 0.239, 0.384, 0.338, -0.691, -0.334, -0.343, 0.267, 0.230, 0.219, 0.249, 0.343, -0.736, 0.448, -0.298, -0.241, 0.028, 0.226, 0.191, 0.400, -0.652, -0.561, -0.378, 0.241, 0.318, 0.355, 0.276, 0.369, -0.545, -0.471, -0.213, 0.201, 0.228, 0.226, 0.233, 0.618, -0.717, -0.252, 0.116, 0.209, 0.276, -0.038, 0.019, 0.420, -0.793, -0.334, -0.281, 0.181, 0.076, 0.265, 0.167, 0.514, -0.890, -0.334, 1.100, 0.138, 0.282, -0.648, -0.208, 0.620, -0.730, -0.436, 0.385, 0.280, 0.203, 0.129, -0.470, 0.161, 0.270, 0.487, 1.330, -0.471, 0.030, -1.143, -0.168]
}